Entry 1:
12
Properties=species:S:1:pos:R:3 method="wB97M-V/def2-TZVPD" spin_multiplicity=1 fmax_ev_per_a=14.54 molar_mass_g_mol=72.06 e_homo_ha=-0.3811 e_tot_ev=-8318.5778 orbital_gap_ev=10.9 e_above_lowest_kcal_mol=48.4 smiles=O.O.O.O
O 0.151 -0.062 -2.896
H 0.740 0.668 -2.902
H -0.470 0.259 -2.249
O -0.317 0.508 -0.125
H -0.444 1.404 -0.130
H -0.988 0.183 0.449
O 1.943 -0.983 0.140
H 2.813 -0.482 0.090
H 1.237 -0.345 -0.162
O -1.484 -0.328 2.281
H -2.257 -0.607 2.660
H -0.923 -0.217 2.845

Entry 2:
12
Properties=species:S:1:pos:R:3 method="wB97M-V/def2-TZVPD" spin_multiplicity=1 fmax_ev_per_a=6.30 molar_mass_g_mol=72.06 e_homo_ha=-0.3450 e_tot_ev=-8316.5146 orbital_gap_ev=9.6 e_above_lowest_kcal_mol=96.0 smiles=O.O.O.O
H 2.655 1.837 0.269
H 1.224 1.470 -0.051
H -3.369 0.571 0.134
H -2.911 -0.861 0.058
H 2.544 -1.404 0.667
H 1.390 -1.328 -0.247
H -1.230 0.034 0.781
H -1.112 -0.633 -0.574
O 2.114 1.182 -0.316
O -2.771 0.026 -0.368
O 2.297 -1.101 -0.289
O -0.832 0.205 -0.064

Entry 3:
12
Properties=species:S:1:pos:R:3 method="wB97M-V/def2-TZVPD" spin_multiplicity=1 fmax_ev_per_a=7.66 molar_mass_g_mol=72.06 e_homo_ha=-0.3919 e_tot_ev=-8318.6212 orbital_gap_ev=10.7 e_above_lowest_kcal_mol=47.4 smiles=O.O.O.O
O 0.147 0.096 0.864
H 0.538 -0.706 0.686
H 0.633 0.721 0.200
O 0.755 -2.573 -0.329
H 1.095 -1.972 -0.948
H 0.165 -3.003 -1.053
O 1.518 1.391 -1.028
H 0.936 1.831 -1.598
H 1.752 0.640 -1.418
O -2.715 0.989 1.651
H -1.915 0.643 1.539
H -2.909 1.941 1.439

Entry 4:
12
Properties=species:S:1:pos:R:3 method="wB97M-V/def2-TZVPD" spin_multiplicity=1 fmax_ev_per_a=0.75 molar_mass_g_mol=72.06 e_homo_ha=-0.4178 e_tot_ev=-8319.5778 orbital_gap_ev=12.4 e_above_lowest_kcal_mol=25.3 smiles=O.O.O.O
O 4.058 2.658 -0.140
H 3.805 3.276 0.561
H 4.169 1.843 0.375
H 1.804 -0.336 -0.671
O 2.166 0.467 -0.285
H 2.064 1.149 -0.957
O -5.754 1.050 -8.498
H -5.679 1.605 -7.716
H -6.542 0.511 -8.350
O -0.378 -4.111 8.386
H -0.202 -4.046 9.334
H 0.489 -4.068 7.960

Entry 5:
13
Properties=species:S:1:pos:R:3 method="wB97M-V/def2-TZVPD" spin_multiplicity=1 fmax_ev_per_a=1.07 molar_mass_g_mol=71.08 e_homo_ha=-0.3989 e_tot_ev=-7778.6162 orbital_gap_ev=11.5 e_above_lowest_kcal_mol=12.7 smiles=N.O.O.O
N -1.074 2.982 3.575
H -2.032 3.314 3.507
H -0.794 3.261 4.504
H -0.453 3.487 2.937
H -1.075 -2.647 -3.995
H 0.395 -2.321 -4.233
O -0.379 -2.745 -4.663
H -1.133 1.120 2.546
H -2.067 0.818 1.285
O -1.270 0.575 1.755
H 3.053 -1.921 -2.093
H 3.411 -3.406 -2.366
O 3.419 -2.517 -2.760

Entry 6:
14
Properties=species:S:1:pos:R:3 method="wB97M-V/def2-TZVPD" spin_multiplicity=1 fmax_ev_per_a=1.25 total_charge=-1 molar_mass_g_mol=89.07 e_homo_ha=-0.2000 e_tot_ev=-10385.0949 orbital_gap_ev=9.6 e_above_lowest_kcal_mol=11.1
O -0.393 0.032 -0.674
H -1.305 0.292 -0.744
O -0.079 0.832 -3.263
H -0.765 0.331 -3.690
H -0.208 0.571 -2.309
O 1.196 1.727 0.821
H 1.117 1.460 1.753
H 0.632 1.006 0.423
O 0.782 -1.652 0.702
H 0.222 -0.909 0.115
H 1.692 -1.480 0.386
O -1.466 -0.954 2.404
H -0.870 -1.209 1.677
H -1.527 -0.008 2.604

Entry 7:
6
Properties=species:S:1:pos:R:3 method="wB97M-V/def2-TZVPD" spin_multiplicity=1 fmax_ev_per_a=2.27 total_charge=+1 molar_mass_g_mol=428.69 e_homo_ha=-0.4936 e_tot_ev=-35647.2916 orbital_gap_ev=6.6 e_above_lowest_kcal_mol=32.5
O 0.633 0.275 -1.333
P -0.320 -0.860 -0.726
I -2.387 -0.303 -1.874
I -0.808 0.413 2.078
I 1.372 0.562 3.589
H 1.510 -0.086 -1.733

Entry 8:
8
Properties=species:S:1:pos:R:3 method="wB97M-V/def2-TZVPD" spin_multiplicity=1 fmax_ev_per_a=1.54 molar_mass_g_mol=691.70 e_homo_ha="-0.3064 / -0.3058" e_tot_ev=-56277.3997 orbital_gap_ev="6.1 / 5.8" e_above_lowest_kcal_mol=52.1
Si -1.892 -0.518 0.016
Si 1.630 0.738 0.052
I -2.129 -1.348 -2.288
I -1.820 -2.346 1.669
I 3.000 -0.665 1.586
I 2.585 0.669 -2.248
I 1.613 3.095 0.877
H -2.987 0.374 0.336

Entry 9:
4
Properties=species:S:1:pos:R:3 method="wB97M-V/def2-TZVPD" spin_multiplicity=1 fmax_ev_per_a=2.80 molar_mass_g_mol=155.93 e_homo_ha=-0.3576 e_tot_ev=-11094.8594 orbital_gap_ev=9.4 e_above_lowest_kcal_mol=61.6
N -0.807 0.432 0.041
N -1.562 -0.565 -0.003
I -3.547 0.033 0.001
H 0.040 -0.051 -0.253

Entry 10:
6
Properties=species:S:1:pos:R:3 method="wB97M-V/def2-TZVPD" spin_multiplicity=1 fmax_ev_per_a=3.79 total_charge=-1 molar_mass_g_mol=205.98 e_homo_ha=-0.1331 e_tot_ev=-24536.3602 orbital_gap_ev=6.9 e_above_lowest_kcal_mol=33.8
N 0.442 -1.360 0.664
O 0.683 -0.095 1.212
O -1.325 0.260 -0.411
S 0.072 0.020 -0.379
I 0.413 3.067 -2.148
H -0.284 -1.893 1.062

Entry 11:
5
Properties=species:S:1:pos:R:3 method="wB97M-V/def2-TZVPD" spin_multiplicity=1 fmax_ev_per_a=5.73 total_charge=-1 molar_mass_g_mol=61.02 e_homo_ha=-0.1354 e_tot_ev=-7087.4591 orbital_gap_ev=9.0 e_above_lowest_kcal_mol=42.2
N 0.866 -0.069 0.532
N 0.076 0.102 -0.413
O 0.327 0.103 -1.598
O -1.612 -0.025 0.072
H 0.344 -0.111 1.407

Entry 12:
6
Properties=species:S:1:pos:R:3 method="wB97M-V/def2-TZVPD" spin_multiplicity=1 fmax_ev_per_a=13.39 total_charge=+1 molar_mass_g_mol=93.09 e_homo_ha=-0.7029 e_tot_ev=-17916.6095 orbital_gap_ev=11.0 e_above_lowest_kcal_mol=26.3
N -0.159 0.569 -2.685
N 0.032 0.540 -1.494
O -0.774 -0.185 0.751
O 1.334 -0.895 1.575
S 0.077 -0.454 1.973
H -0.510 0.424 -0.120

Entry 13:
7
Properties=species:S:1:pos:R:3 method="wB97M-V/def2-TZVPD" spin_multiplicity=1 fmax_ev_per_a=1.49 total_charge=-1 molar_mass_g_mol=109.09 e_homo_ha=-0.1526 e_tot_ev=-19973.1541 orbital_gap_ev=8.2 e_above_lowest_kcal_mol=73.0
N -1.185 1.224 -0.018
N -2.094 0.404 -0.059
O 0.920 -1.671 -0.167
O 0.099 0.977 0.118
O 2.598 0.105 -0.317
S 1.473 -0.443 0.431
H -1.812 -0.595 0.012

Entry 14:
8
Properties=species:S:1:pos:R:3 method="wB97M-V/def2-TZVPD" spin_multiplicity=1 fmax_ev_per_a=2.62 total_charge=-1 molar_mass_g_mol=125.09 e_homo_ha=-0.1923 e_tot_ev=-22019.9264 orbital_gap_ev=8.9 e_above_lowest_kcal_mol=32.2
N 0.495 0.008 0.635
N 1.236 -0.771 -0.078
O -1.824 0.835 -1.354
O 2.246 -0.317 -0.644
O 1.000 -1.976 0.002
O -2.231 1.085 0.956
S -1.770 0.167 -0.076
H 0.848 0.969 0.558

Entry 15:
8
Properties=species:S:1:pos:R:3 method="wB97M-V/def2-TZVPD" spin_multiplicity=1 fmax_ev_per_a=4.32 total_charge=-1 molar_mass_g_mol=125.09 e_homo_ha=-0.1765 e_tot_ev=-22018.9279 orbital_gap_ev=8.6 e_above_lowest_kcal_mol=55.3 smiles="O=S(=O)=NN([O-])O"
N -0.327 0.417 -0.390
N 0.244 0.505 0.645
O -0.532 -2.308 -0.725
O -0.239 1.769 1.457
O 1.023 -0.080 1.333
O 1.188 -1.040 -1.935
S -0.244 -1.162 -1.647
H -1.114 1.900 1.262

Entry 16:
9
Properties=species:S:1:pos:R:3 method="wB97M-V/def2-TZVPD" spin_multiplicity=1 fmax_ev_per_a=3.91 total_charge=-1 molar_mass_g_mol=141.08 e_homo_ha="-0.1480 / -0.1483" e_tot_ev=-24064.0993 orbital_gap_ev="8.1 / 8.1" e_above_lowest_kcal_mol=110.2
N 0.063 1.282 0.989
N 2.086 0.829 -0.824
O 2.792 -1.194 0.735
O 3.315 1.257 -0.824
O 0.674 -1.217 -0.481
O 0.936 0.384 1.412
O -0.862 0.767 0.131
S 1.696 -0.432 0.153
H -0.528 -0.004 -0.286

Entry 17:
9
Properties=species:S:1:pos:R:3 method="wB97M-V/def2-TZVPD" spin_multiplicity=1 fmax_ev_per_a=6.48 total_charge=-1 molar_mass_g_mol=141.08 e_homo_ha="-0.1594 / -0.1378" e_tot_ev=-24063.4559 orbital_gap_ev="8.3 / 7.7" e_above_lowest_kcal_mol=125.0
N 0.616 1.585 1.046
N 1.623 0.840 -0.873
O 2.464 -1.295 0.694
O 2.825 1.201 -0.907
O 0.202 -1.270 -0.287
O 1.009 0.328 1.597
O -0.671 1.598 0.603
S 1.372 -0.435 0.215
H -0.829 0.645 0.582

Entry 18:
4
Properties=species:S:1:pos:R:3 method="wB97M-V/def2-TZVPD" spin_multiplicity=1 fmax_ev_per_a=5.02 molar_mass_g_mol=60.00 e_homo_ha="-0.3590 / -0.3590" e_tot_ev=-12281.1104 orbital_gap_ev="9.6 / 9.6" e_above_lowest_kcal_mol=49.7
N -0.861 -0.454 -0.651
N -0.733 -0.508 0.560
P -0.096 0.952 0.007
H 1.690 0.010 0.083

Entry 19:
7
Properties=species:S:1:pos:R:3 method="wB97M-V/def2-TZVPD" s_squared=2.009 spin_multiplicity=3 fmax_ev_per_a=8.94 molar_mass_g_mol=91.03 e_homo_ha="-0.2809 / -0.4451" e_tot_ev=-10621.2987 orbital_gap_ev="8.6 / 8.1" e_above_lowest_kcal_mol=0.0
N 1.715 -2.244 0.419
N 1.469 -1.169 0.573
N -0.524 0.990 -0.512
O -1.307 0.563 0.553
O -0.298 2.138 -0.612
O 0.034 0.109 -1.088
H -1.090 -0.387 0.667

Entry 20:
6
Properties=species:S:1:pos:R:3 method="wB97M-V/def2-TZVPD" spin_multiplicity=1 fmax_ev_per_a=3.42 molar_mass_g_mol=91.09 e_homo_ha=-0.3077 e_tot_ev=-17364.4678 orbital_gap_ev=8.6 e_above_lowest_kcal_mol=24.1 smiles="N1=NSON1"
N -1.036 1.235 -0.202
N -2.212 1.197 0.080
N -0.385 0.148 -0.457
O -1.453 -1.092 -0.201
S -2.852 -0.375 0.082
H 0.520 -0.068 0.140